1.
{"formula": "C20H24N3PSr", "method": "the ωB97M-V functional and the def2-TZVPD basis", "symbols": ["Sr", "C", "C", "C", "C", "C", "C", "N", "C", "C", "C", "C", "C", "N", "C", "C", "C", "C", "C", "C", "N", "H", "H", "H", "H", "H", "H", "H", "H", "H", "H", "H", "H", "H", "H", "H", "C", "P", "C", "C", "H", "H", "H", "H", "H", "H", "H", "H", "H"], "coordinates": [[-0.02, -0.67, -1.25], [3.06, -1.05, -2.69], [3.33, -1.09, -1.21], [4.62, -1.13, -0.69], [4.79, -1.18, 0.68], [3.68, -1.17, 1.51], [2.42, -1.11, 0.94], [2.26, -1.06, -0.40], [1.17, -1.10, 1.77], [1.20, -1.13, 3.16], [0.01, -1.14, 3.85], [-1.19, -1.13, 3.17], [-1.17, -1.10, 1.79], [-0.01, -1.08, 1.11], [-2.43, -1.10, 0.97], [-3.69, -1.16, 1.54], [-4.80, -1.17, 0.71], [-4.64, -1.13, -0.66], [-3.35, -1.08, -1.18], [-3.08, -1.07, -2.67], [-2.28, -1.06, -0.37], [3.98, -1.03, -3.26], [2.50, -0.16, -2.98], [2.51, -1.94, -3.01], [5.47, -1.14, -1.36], [5.78, -1.22, 1.10], [3.81, -1.21, 2.58], [2.14, -1.15, 3.70], [0.01, -1.16, 4.94], [-2.12, -1.14, 3.72], [-3.82, -1.21, 2.61], [-5.79, -1.21, 1.14], [-5.49, -1.14, -1.33], [-3.99, -1.05, -3.25], [-2.53, -1.97, -2.97], [-2.50, -0.19, -2.97], [-1.64, 3.02, -0.69], [0.01, 2.26, -0.91], [0.83, 2.63, 0.68], [0.84, 3.40, -2.06], [-1.54, 4.08, -0.43], [-2.17, 2.51, 0.12], [-2.23, 2.94, -1.60], [0.82, 3.70, 0.88], [1.87, 2.29, 0.67], [0.32, 2.12, 1.50], [0.76, 4.43, -1.71], [0.39, 3.34, -3.05], [1.89, 3.14, -2.14]], "nbo_charge": [1.757, -0.669, 0.251, -0.225, -0.103, -0.216, 0.170, -0.603, 0.192, -0.208, -0.108, -0.228, 0.273, -0.607, 0.149, -0.216, -0.103, -0.225, 0.251, -0.668, -0.605, 0.267, 0.211, 0.231, 0.249, 0.251, 0.239, 0.242, 0.252, 0.241, 0.239, 0.251, 0.249, 0.267, 0.230, 0.209, -0.931, 0.669, -0.932, -0.930, 0.254, 0.242, 0.249, 0.255, 0.244, 0.239, 0.253, 0.252, 0.247], "spin_multiplicity": 1, "homo_energy_ha": -0.546, "total_charge": 2, "homo_lumo_gap_ev": 8.48, "molar_mass_g_mol": 425.0}

=====

2.
{"formula": "C20H24N4O4", "method": "the ωB97M-V functional and the def2-TZVPD basis", "symbols": ["C", "C", "C", "C", "N", "C", "O", "C", "C", "C", "C", "C", "C", "C", "C", "O", "C", "C", "N", "N", "C", "C", "C", "C", "O", "N", "C", "O", "H", "H", "H", "H", "H", "H", "H", "H", "H", "H", "H", "H", "H", "H", "H", "H", "H", "H", "H", "H", "H", "H", "H", "H"], "coordinates": [[-6.04, -0.48, -1.08], [-5.19, -1.00, 0.08], [-3.70, -0.81, -0.18], [-2.86, -1.34, 0.98], [-1.44, -1.11, 0.77], [-0.62, -2.17, 0.52], [-1.05, -3.28, 0.27], [0.83, -1.91, 0.51], [1.79, -2.71, -0.04], [3.04, -2.09, 0.22], [4.37, -2.37, -0.08], [5.34, -1.48, 0.35], [5.00, -0.33, 1.08], [3.69, -0.03, 1.39], [2.72, -0.92, 0.96], [1.39, -0.83, 1.13], [-0.98, 0.22, 0.89], [-0.46, 0.87, -0.21], [-0.43, 0.24, -1.42], [0.07, 2.13, -0.10], [0.68, 2.85, -1.22], [2.18, 2.59, -1.35], [2.53, 1.22, -1.92], [0.13, 2.78, 1.12], [0.65, 3.87, 1.24], [-0.45, 2.13, 2.17], [-1.02, 0.85, 2.18], [-1.49, 0.40, 3.20], [-7.10, -0.62, -0.87], [-5.80, -1.00, -2.00], [-5.87, 0.59, -1.23], [-5.47, -0.48, 1.00], [-5.40, -2.06, 0.22], [-3.50, 0.26, -0.32], [-3.43, -1.33, -1.10], [-3.15, -0.85, 1.91], [-3.00, -2.42, 1.07], [1.61, -3.63, -0.57], [4.64, -3.25, -0.63], [6.38, -1.67, 0.13], [5.79, 0.33, 1.40], [3.43, 0.85, 1.95], [-0.21, 0.74, -2.26], [-0.99, -0.60, -1.50], [0.15, 2.63, -2.14], [0.53, 3.91, -0.99], [2.59, 3.37, -2.00], [2.63, 2.71, -0.37], [2.14, 1.11, -2.93], [2.15, 0.42, -1.30], [3.61, 1.11, -1.97], [-0.42, 2.61, 3.06]], "nbo_charge": [-0.598, -0.391, -0.403, -0.219, -0.423, 0.627, -0.608, 0.187, -0.220, -0.148, -0.172, -0.229, -0.201, -0.275, 0.354, -0.438, -0.143, 0.476, -0.799, -0.444, -0.219, -0.406, -0.615, 0.797, -0.626, -0.634, 0.655, -0.612, 0.210, 0.200, 0.199, 0.199, 0.199, 0.195, 0.192, 0.221, 0.236, 0.246, 0.218, 0.216, 0.218, 0.229, 0.404, 0.420, 0.186, 0.254, 0.210, 0.218, 0.191, 0.211, 0.223, 0.432], "spin_multiplicity": 1, "homo_energy_ha": -0.308, "homo_lumo_gap_ev": 8.67, "smiles": "CCCCN(C(=O)c1cc2ccccc2o1)c1c(N)n(CCC)c(=O)[nH]c1=O", "relative_energy_kcal_mol": 0.0, "molar_mass_g_mol": 384.4}